21
Properties=species:S:1:pos:R:3:forces:R:3 method="wB97M-V/def2-TZVPD" orbital_gap_ha=0.2798 lumo_ev=4.16 charge=-1 relative_energy_kcal_mol=20.9
C -0.92296 1.15712 -0.94049 -2.001 0.356 -0.461
N -1.72318 0.34786 -0.02676 -0.106 0.101 0.044
C -1.55175 -1.12218 -0.29401 1.420 0.616 -0.161
O -0.26105 -1.47282 -0.54753 -0.306 -0.204 0.501
C 0.22160 1.97193 -0.39102 0.711 -0.847 -0.258
N 1.49322 1.28041 -0.16612 -0.140 -0.137 0.759
C 1.53018 0.50452 1.09422 0.311 0.120 -1.208
H -0.70872 0.50200 -1.77969 0.848 -0.005 -0.032
H -1.61599 1.89643 -1.39211 0.106 0.169 0.106
H -1.53936 0.62463 0.93001 0.170 -0.412 0.020
H -1.98005 -1.61130 0.60083 -0.308 -0.156 -0.183
H -2.15546 -1.29862 -1.20644 -0.458 -0.164 0.287
H 0.47175 2.72687 -1.11892 -0.230 0.660 -0.336
H -0.12037 2.47005 0.52378 0.227 0.016 0.039
H 1.62714 0.62302 -0.92218 -0.173 -0.140 -0.119
H 2.51008 0.02098 1.09821 0.005 0.083 0.479
H 1.43498 1.25258 1.87260 0.036 -0.197 0.579
H 0.78433 -0.29545 1.12425 -0.093 0.257 0.153
H 0.52865 -2.44223 0.55973 -0.171 -0.266 -0.822
H 0.96294 -3.86904 0.11701 -0.156 0.334 -0.026
O 1.01401 -3.26675 0.86460 0.310 -0.185 0.639

21
Properties=species:S:1:pos:R:3:forces:R:3 method="wB97M-V/def2-TZVPD" orbital_gap_ha=0.3598 lumo_ev=-3.37 charge=+1 relative_energy_kcal_mol=82.6
O -1.89889 -2.42215 -1.47028 0.434 -0.960 -0.645
C -1.95970 -1.78349 -0.48542 -1.822 3.574 1.981
C -0.93401 -0.68252 -0.01197 1.427 -4.136 1.524
C 0.42250 -1.38516 -0.35316 -1.236 1.814 -3.016
C 1.47096 -0.32406 -0.41552 1.240 0.352 -1.499
N 1.26796 0.83808 0.46913 4.748 -2.875 4.798
N -0.90760 -0.37327 1.49316 0.671 -1.035 -2.178
H -2.88639 -1.59525 0.13900 0.098 -1.201 -0.326
H -1.12879 0.18259 -0.58624 -0.106 1.117 -0.538
H 0.30657 -1.72324 -1.47741 0.273 0.088 2.455
H 0.61621 -2.20380 0.28579 0.138 -0.857 0.712
H 1.41988 0.08789 -1.40494 -0.173 0.353 -0.631
H 2.48601 -0.63442 -0.38738 0.832 -0.701 0.575
H 0.64879 0.41441 1.24602 -0.180 1.323 -0.414
H 0.96404 1.55774 -0.05749 -2.736 3.318 -1.885
H 2.19897 1.28766 0.89051 -2.282 -1.816 -0.875
H -1.01204 -1.21360 2.06498 -0.171 0.352 -0.244
H -1.58665 0.31111 1.70797 -1.007 0.548 0.582
H 0.98313 3.52175 -0.68495 -1.493 0.335 0.233
H -0.68479 3.22683 -0.25985 3.413 -0.154 -1.386
O 0.21383 2.91289 -0.70197 -2.068 0.562 0.775

21
Properties=species:S:1:pos:R:3:forces:R:3 method="wB97M-V/def2-TZVPD" orbital_gap_ha=0.4051 lumo_ev=-2.95 charge=+1 relative_energy_kcal_mol=9.2
C -2.05656 -1.50143 -1.24041 0.421 0.163 -0.894
C -0.62340 -1.00776 -1.20080 0.345 -0.317 0.434
C -0.25563 -0.23227 0.06365 0.056 0.469 -0.140
C 1.06095 0.55139 0.10097 -0.012 -0.392 -0.942
N 1.50618 0.83756 1.30355 -0.125 0.221 1.447
O 1.64826 0.93103 -0.92234 -0.784 -0.509 -0.410
N -0.32936 -0.23271 -2.45179 0.346 0.904 0.316
H -2.27792 -1.85095 -2.25878 -0.080 0.050 0.203
H -2.76407 -0.72062 -0.98088 -0.136 0.008 0.176
H -2.14195 -2.36329 -0.61400 -0.331 -0.353 0.616
H 0.05148 -1.86456 -1.24829 0.007 0.022 -0.130
H -0.99115 0.51711 0.31348 -0.621 0.339 -0.150
H -0.31645 -0.91642 0.89564 0.161 -0.347 0.253
H 0.96182 0.67060 2.16208 0.280 -0.069 -0.520
H 2.29164 1.46308 1.37016 0.154 0.014 -0.059
H -1.10981 0.38622 -2.71281 0.341 -0.149 0.150
H -0.18032 -0.88676 -3.21720 0.183 0.194 -0.127
H 0.53789 0.35248 -2.21979 -0.186 -0.264 -0.210
H -0.44411 0.09550 4.37414 0.105 0.216 -0.267
H -0.42511 1.56733 3.92850 -0.063 0.092 0.111
O -0.26669 0.67280 3.61526 -0.062 -0.292 0.141

21
Properties=species:S:1:pos:R:3:forces:R:3 method="wB97M-V/def2-TZVPD" orbital_gap_ha=0.4390 lumo_ev=-3.01 charge=+1 relative_energy_kcal_mol=50.1
C -1.74197 1.80738 1.36348 0.088 -0.239 3.470
C -1.18724 -0.62464 0.80184 -5.872 3.369 -4.794
C -0.98159 0.90145 0.44599 -0.767 -2.771 1.091
C 1.91271 -1.36324 -1.53238 0.893 -1.321 -0.241
N 0.44722 1.06833 0.64881 3.596 -1.591 1.250
N 0.75641 -1.47093 -2.17837 -1.141 1.634 0.702
O 2.84897 -2.19714 -1.92919 -0.094 -0.626 -0.865
O 2.09229 -0.62832 -0.57935 0.137 1.013 1.425
H -1.47066 2.85893 1.42994 0.597 0.105 -0.580
H -1.45535 1.40106 2.43846 -1.118 0.894 -1.780
H -2.84101 1.87501 1.24390 0.645 -0.789 -0.078
H -0.90739 -1.00459 1.67613 1.196 -0.931 3.949
H -2.37269 -0.72653 0.63235 2.583 -0.324 0.778
H -0.77652 -1.16307 0.01125 0.813 -1.271 -1.167
H 0.61134 2.04649 0.47763 1.140 0.553 0.969
H 1.28348 0.45845 0.16357 -2.127 0.454 -1.292
H 0.14490 -0.75253 -1.75835 -0.038 -0.845 -1.374
H 0.64947 -1.78576 -3.13132 0.061 -0.090 0.195
H 0.79426 0.56564 1.57685 -1.424 2.574 -1.241
H 3.49031 -2.36394 -1.23496 0.370 0.337 0.214
H -1.29694 1.09796 -0.56627 0.462 -0.134 -0.633